(1)
{"formula": "C9H12O3", "method": "ωB97M-V with the def2-TZVPD basis set", "elements": ["C", "O", "C", "C", "C", "C", "O", "C", "C", "C", "O", "C", "H", "H", "H", "H", "H", "H", "H", "H", "H", "H", "H", "H"], "coordinates": [[4.20045, 0.01741, 0.37841], [3.04780, -0.30112, -0.61029], [1.80464, 0.07578, -0.14930], [1.03710, 0.45283, 0.99457], [-0.28115, 0.46829, 1.26866], [-1.09951, 0.02714, 0.16221], [-2.50032, 0.25254, 0.31598], [-3.19784, 0.70390, 1.56762], [-0.55808, -0.43537, -1.04482], [-1.51855, -0.67262, -2.20761], [-2.26470, -1.97095, -2.02512], [0.90306, -0.35706, -1.16576], [3.65012, -0.57463, 1.23374], [4.49689, 1.21569, 0.47488], [5.16052, -0.64343, -0.07743], [1.76769, 1.02186, 1.73437], [-0.51721, 1.04571, 2.21448], [-2.50879, 0.12112, 2.35818], [-4.30322, 0.47590, 1.47584], [-3.11765, 1.71344, 1.94981], [-2.04257, 0.31973, -2.46320], [-0.76878, -0.59292, -3.25358], [-2.70146, -1.78861, -1.03092], [1.31155, -0.57463, -2.10074]], "forces_ev_per_a": [[-0.32, -1.64, -1.20], [2.46, 2.57, 2.53], [-4.83, -2.70, -2.93], [7.38, 2.17, 2.20], [-1.05, 0.20, -1.55], [-1.39, 1.70, 3.29], [-0.56, 0.29, -0.76], [2.77, -2.96, 0.91], [1.31, 1.37, 0.50], [2.52, 0.39, -2.65], [-0.61, 3.59, 3.18], [-2.89, 0.51, 1.59], [2.24, 1.80, -0.58], [-1.14, -3.38, -0.09], [-2.78, 2.05, 1.42], [-1.74, -1.34, -0.76], [-0.47, -1.09, -1.53], [-2.55, 0.77, -1.03], [1.67, -0.33, 0.05], [0.46, 0.76, -1.05], [-0.45, -1.88, 1.02], [-2.16, -1.39, 2.80], [1.56, -0.81, -3.92], [0.55, -0.64, -1.42]], "total_energy_ha": -575.6261, "smiles": "COc1ccc(OC)c(CO)c1", "total_charge": 0, "homo_ha": -0.295}



(2)
{"formula": "C9H12O4S", "method": "ωB97M-V with the def2-TZVPD basis set", "elements": ["C", "C", "C", "C", "C", "C", "C", "C", "C", "O", "O", "O", "O", "S", "H", "H", "H", "H", "H", "H", "H", "H", "H", "H", "H", "H"], "coordinates": [[-1.30106, -1.85778, -1.25625], [-1.38235, -1.28397, 0.01797], [2.10940, -2.10310, -0.60530], [1.02284, 1.64129, 0.76849], [-0.61392, -1.04409, -2.07881], [-0.29302, 0.85976, 1.05812], [2.14863, -1.36209, 0.48261], [-0.62430, -0.12796, -0.07213], [-1.53961, 1.68473, 1.24121], [2.98463, 0.56116, -0.91833], [4.37009, 0.06884, 1.05419], [2.13081, 1.18959, 1.35410], [-0.27118, 0.07624, -1.35620], [3.07395, 0.15841, 0.43114], [-1.81161, -2.73674, -1.64465], [-1.91395, -1.72209, 0.78748], [1.31778, -2.82892, -0.55373], [2.86954, -1.89370, -1.35370], [1.16085, 1.69270, -0.32599], [0.86310, 2.69517, 1.22888], [-0.65713, -1.04163, -3.15982], [-0.13871, 0.23207, 1.90577], [1.37235, -1.33282, 1.28047], [-2.30623, 1.22941, 1.78581], [-1.98010, 2.07928, 0.37939], [-1.29897, 2.60234, 1.88931]], "forces_ev_per_a": [[-1.50, -1.65, 0.48], [0.59, -1.43, -2.42], [0.26, -2.59, -3.35], [-3.20, 3.11, -0.81], [-1.05, 1.65, -0.07], [0.14, -0.92, -2.40], [-0.64, 5.20, 5.78], [1.68, 1.03, 1.36], [1.43, 2.79, 2.17], [0.38, 1.46, -1.94], [-1.11, 0.67, 0.05], [3.39, -2.01, 1.09], [1.05, 0.38, -0.77], [-0.77, -2.65, 1.74], [0.21, 0.06, 0.46], [-0.70, -0.38, 1.72], [0.09, -0.50, -1.03], [-0.57, -0.77, -0.33], [-0.14, 0.43, 0.40], [0.15, -1.45, -1.06], [0.76, 0.35, 0.18], [0.12, -0.38, 0.88], [1.02, -0.49, -0.39], [-1.09, -1.26, 0.76], [-0.37, 0.48, -1.68], [-0.13, -1.13, -0.85]], "total_energy_ha": -1048.9837, "total_charge": 0, "homo_ha": [-0.154, -0.309], "spin_multiplicity": 3, "s_squared": 2.017}



(3)
{"formula": "C9H12OS", "method": "ωB97M-V with the def2-TZVPD basis set", "elements": ["C", "C", "C", "C", "C", "C", "C", "C", "C", "O", "S", "H", "H", "H", "H", "H", "H", "H", "H", "H", "H", "H", "H"], "coordinates": [[-3.09840, -0.10563, 0.11165], [-3.17540, 0.97920, -0.70753], [-1.79559, -0.74275, 0.16918], [-0.93418, -0.00785, -0.55976], [2.40593, 0.98110, -1.88310], [2.41007, -0.14518, -1.07978], [-1.47300, -2.02821, 1.00458], [1.74043, 1.25797, 0.93312], [1.95820, -0.04435, 0.27315], [1.99717, -1.15095, 1.02224], [-1.55873, 1.40616, -1.23575], [-3.95948, -0.56967, 0.58156], [-4.07498, 1.59280, -0.66840], [2.61720, 0.87132, -2.91596], [2.31058, 2.02443, -1.69345], [2.42188, -1.09362, -1.51858], [-1.90691, -2.81935, 0.24553], [-0.44307, -2.06937, 1.04647], [-2.00461, -1.99988, 1.91607], [2.68210, 1.81536, 0.81785], [0.89263, 1.73400, 0.29962], [1.45933, 1.11240, 1.97850], [1.52884, -0.99794, 1.86279]], "forces_ev_per_a": [[0.29, -1.10, -0.53], [0.25, 0.14, 1.44], [-0.20, -0.13, 1.12], [0.62, -0.26, 0.56], [0.81, -1.27, -0.18], [-1.79, 2.97, 1.04], [-3.01, 0.60, -4.72], [-1.10, 0.53, -1.52], [0.20, -0.27, -1.26], [-0.26, -0.72, 0.79], [-0.79, 0.19, -0.64], [-0.03, 0.24, 0.07], [0.53, 0.20, -0.73], [0.16, -0.51, -0.91], [-0.26, 0.41, 1.14], [0.48, -1.34, -0.53], [1.03, 0.80, 2.07], [2.07, -0.62, 0.45], [-0.37, -0.24, 1.02], [-0.42, 0.29, 0.33], [1.48, -0.19, 1.54], [-0.04, 0.36, -0.14], [0.35, -0.06, -0.43]], "total_energy_ha": -823.3634, "total_charge": 0, "homo_ha": [-0.319, -0.245]}



(4)
{"formula": "C9H13BF2O2", "method": "ωB97M-V with the def2-TZVPD basis set", "elements": ["C", "C", "C", "C", "B", "O", "O", "C", "F", "C", "C", "C", "C", "F", "H", "H", "H", "H", "H", "H", "H", "H", "H", "H", "H", "H", "H"], "coordinates": [[2.57572, -0.46623, -1.80182], [1.29493, -0.74024, -1.00042], [1.16453, 0.36811, 0.01726], [-0.26818, 0.61101, 0.58853], [-0.82978, -0.39890, 1.70724], [-1.28490, 0.02692, 2.92584], [-0.73782, -1.60461, 1.29194], [-1.04291, 1.58892, 0.08997], [-0.65647, 2.19941, -1.00796], [-2.37444, 1.81795, 0.56702], [-3.47725, 1.00705, 0.52199], [-3.58808, -0.07195, -0.40888], [-2.84664, -0.22836, -1.45065], [-3.10890, -1.20589, -2.34684], [2.87212, -1.28362, -2.55385], [3.44087, -0.54236, -1.15286], [2.55668, 0.58737, -2.22896], [1.37768, -1.73341, -0.57597], [0.51081, -0.72459, -1.69735], [1.60182, 1.23827, -0.46525], [1.63505, 0.11470, 0.90533], [-1.51732, -0.69991, 3.50939], [-0.82698, -2.30133, 1.88903], [-2.31055, 2.69555, 1.21470], [-4.28151, 1.31925, 1.16759], [-4.48943, -0.72552, -0.10908], [-2.06052, 0.35092, -1.91984]], "forces_ev_per_a": [[0.86, -0.51, -0.99], [1.79, -0.07, -0.29], [-2.58, 0.17, -0.37], [-0.01, 0.92, -0.23], [0.42, 5.00, -0.14], [0.11, -0.09, 0.20], [0.65, -3.08, -2.32], [1.08, -3.76, 0.61], [0.40, 1.64, -1.52], [-1.82, 0.52, 1.41], [2.86, 2.87, 0.00], [-3.39, -1.19, 2.79], [0.79, -0.72, -3.03], [-0.20, -0.61, 0.17], [-1.02, 1.38, 0.53], [0.20, 0.44, 0.49], [0.11, -1.48, 0.13], [-0.29, -0.15, 0.25], [-1.46, -0.08, -0.78], [-0.22, 0.43, 0.52], [1.96, -0.36, 1.39], [-0.16, 0.02, 0.16], [-0.43, -1.87, 1.46], [-0.97, -0.09, 0.14], [-0.40, -0.31, -0.13], [1.72, 0.49, -1.28], [-0.02, 0.46, 0.82]], "total_energy_ha": -725.7934, "smiles": "CCC/C(B(O)O)=C(F)/C=C\\C=C\\F", "total_charge": 0, "homo_ha": -0.309}



(5)
{"formula": "C9H13F3O3", "method": "ωB97M-V with the def2-TZVPD basis set", "elements": ["C", "C", "O", "C", "C", "C", "C", "C", "F", "C", "F", "F", "O", "C", "O", "H", "H", "H", "H", "H", "H", "H", "H", "H", "H", "H", "H", "H"], "coordinates": [[2.53937, -1.30595, 0.48203], [2.08881, -0.81502, -0.90444], [1.09616, -1.70904, -1.43705], [1.59693, 0.64439, -0.94928], [0.41970, 0.97182, 0.00717], [-0.99298, 0.78817, -0.63548], [-1.79477, -0.24355, 0.21188], [-3.04357, -0.79388, -0.44161], [-3.00262, -1.64342, -1.49215], [-4.27159, -0.48123, 0.06642], [-4.98902, -1.43104, 0.65066], [-4.82773, 0.68905, -0.02074], [0.53070, 2.30305, 0.61053], [1.31755, 2.15124, 1.73064], [0.88926, 1.89762, 2.78661], [3.00329, -2.30289, 0.43867], [3.24693, -0.61941, 0.97283], [1.67730, -1.40648, 1.17081], [2.95068, -0.91809, -1.58574], [0.56815, -1.96958, -0.66861], [2.40151, 1.37367, -0.74562], [1.29949, 0.84002, -1.99494], [0.46151, 0.27041, 0.86037], [-0.89269, 0.49587, -1.69101], [-1.48305, 1.77606, -0.63979], [-2.06771, 0.25591, 1.15274], [-1.13879, -1.10326, 0.43821], [2.41718, 2.28558, 1.62691]], "forces_ev_per_a": [[-0.22, -0.01, 0.35], [0.51, -0.20, 0.11], [0.07, 0.34, 0.65], [-0.15, 0.57, -0.20], [-0.45, -0.69, -0.44], [0.84, 0.29, 0.40], [-0.03, 1.21, -2.04], [-0.19, 2.00, 0.66], [0.64, -1.49, 1.00], [1.45, -1.93, -0.66], [-1.63, 0.29, -1.14], [-0.22, 0.74, 1.80], [0.64, -0.73, -0.07], [1.06, 0.90, -1.40], [-1.13, -0.52, 2.06], [-0.11, 0.37, -0.21], [-0.17, -0.14, -0.28], [0.28, 0.09, -0.27], [-0.33, 0.21, 0.16], [-0.09, -0.16, -0.41], [-0.04, -0.54, 0.04], [0.01, -0.02, 0.41], [0.00, 0.22, -0.32], [-0.04, -0.21, 0.42], [0.00, -0.43, 0.13], [0.05, -0.43, -0.17], [-0.39, 0.15, 0.06], [-0.37, 0.13, -0.64]], "total_energy_ha": -875.9009, "smiles": "C[C@@H](O)C[C@H](CCC(F)=C(F)F)OC=O", "total_charge": 0, "homo_ha": -0.300}



(6)
{"formula": "C9H13N2O3P", "method": "ωB97M-V with the def2-TZVPD basis set", "elements": ["C", "C", "O", "C", "C", "O", "C", "C", "N", "C", "P", "C", "O", "C", "N", "H", "H", "H", "H", "H", "H", "H", "H", "H", "H", "H", "H", "H"], "coordinates": [[5.65698, -0.54573, -0.98632], [4.40652, 0.17730, -0.35916], [4.49129, 1.38071, -0.24971], [3.16568, -0.48558, -0.07408], [2.06401, 0.28725, 0.29685], [2.09637, 1.64513, 0.43067], [0.70563, -0.24388, 0.36347], [-0.41661, 0.49304, 0.62182], [-1.42527, -0.44968, 0.61485], [-2.82011, -0.29785, 1.00312], [-3.74136, 0.22502, -0.48117], [-5.34892, 0.91645, -0.04360], [-2.98475, 1.26041, -1.18507], [-0.81046, -1.65119, 0.37933], [0.42737, -1.58517, 0.21637], [5.31321, -0.53847, -2.03407], [6.49118, 0.14107, -0.81710], [5.73774, -1.56301, -0.57119], [2.88332, -1.58874, -0.04654], [3.04649, 1.80325, 0.19511], [-0.29425, 1.54223, 0.77570], [-2.99936, 0.46441, 1.77079], [-3.15716, -1.16022, 1.39873], [-3.94242, -0.94729, -1.30844], [-5.13381, 1.68063, 0.63825], [-5.73993, 1.31350, -0.91296], [-6.23682, 0.24875, 0.27156], [-1.43456, -2.52231, 0.09281]], "forces_ev_per_a": [[-2.34, 0.57, 0.78], [1.14, -2.23, -0.64], [0.21, 2.19, 0.31], [-2.26, -0.98, 1.12], [0.41, 0.83, -1.02], [0.00, -2.01, -0.11], [0.87, 0.02, 0.60], [1.18, -1.31, -0.31], [-0.16, 1.14, 0.92], [0.77, 2.66, -1.42], [-0.70, -0.41, -0.78], [-1.29, -3.39, 1.05], [0.75, 0.77, -0.56], [-3.83, -1.49, -0.71], [2.67, 0.52, -0.39], [0.75, -0.39, 0.11], [0.00, -0.53, -0.16], [0.33, 0.43, -0.42], [1.10, 1.55, -0.47], [0.48, 0.76, 0.05], [-1.24, 0.46, 0.21], [0.49, 0.06, -0.19], [-1.14, -3.15, 1.27], [-0.04, 0.35, 0.77], [0.00, 1.19, 1.16], [-0.38, 1.21, -2.05], [1.78, 0.69, 0.14], [0.44, 0.50, 0.77]], "total_energy_ha": -1027.3128, "smiles": "CC(=O)/C=C(\\O)c1cn(C[P@@H](C)=O)cn1", "total_charge": 0, "homo_ha": -0.307}



(7)
{"formula": "C9H13N2O3P", "method": "ωB97M-V with the def2-TZVPD basis set", "elements": ["C", "C", "C", "C", "C", "C", "C", "C", "C", "N", "N", "O", "O", "O", "P", "H", "H", "H", "H", "H", "H", "H", "H", "H", "H", "H", "H", "H"], "coordinates": [[-0.55886, 0.29943, 0.32655], [0.55992, 2.24331, 0.42736], [0.76997, 0.03096, 0.37341], [1.75745, -1.96987, 1.42222], [1.19337, -1.36155, 0.31375], [1.73822, -3.41750, 1.57265], [2.56731, -4.10862, 2.58048], [-2.83591, 2.37900, -2.84475], [-1.45502, 2.45409, -2.27168], [1.50207, 1.18319, 0.52169], [-0.69168, 1.71163, 0.45323], [0.85838, -4.02469, 0.89098], [-3.01517, 2.53338, 0.09244], [0.58053, -2.11524, -0.59747], [-1.67487, 2.64487, -0.48851], [-1.25405, -0.44417, 0.38820], [1.09412, 3.16606, 0.34933], [2.25586, -1.34645, 2.08850], [2.30189, -5.17218, 2.51871], [3.60292, -4.01640, 2.49501], [2.34349, -3.81810, 3.68068], [-2.96408, 3.49102, -3.15428], [-3.06357, 1.75748, -3.79865], [-3.47411, 2.15675, -1.86275], [-0.78899, 1.59608, -2.37109], [-0.94071, 3.36734, -2.52033], [0.71705, -3.08302, -0.33802], [-1.12554, 3.86318, -0.24767]], "forces_ev_per_a": [[1.87, 2.39, 0.20], [5.02, -5.95, 1.40], [-0.06, 1.75, -0.31], [0.27, -0.37, -2.01], [-0.56, -2.44, 2.06], [-2.19, 1.08, -1.09], [-2.00, -1.27, 2.47], [-2.07, 1.32, -0.28], [1.05, -1.07, 0.98], [-1.83, 2.26, -1.00], [1.42, -0.91, -0.89], [2.09, -0.50, 0.93], [-1.20, -0.08, -0.54], [0.33, 0.94, -0.62], [-2.20, 0.81, 0.62], [-2.49, -1.06, -0.09], [-1.18, 1.01, 0.13], [0.81, 0.83, 1.24], [0.20, 0.19, 0.02], [1.68, 0.46, -0.56], [0.06, -0.06, -1.87], [-0.79, -1.91, 0.43], [0.66, 0.76, 2.01], [0.26, 0.25, -2.93], [0.04, -0.08, -0.45], [0.51, 0.10, -0.47], [-0.37, 0.59, 0.36], [0.69, 0.99, 0.27]], "total_energy_ha": -1027.2586, "total_charge": 0, "homo_ha": -0.329}



(8)
{"formula": "C9H13N2O4", "method": "ωB97M-V with the def2-TZVPD basis set", "elements": ["N", "C", "C", "C", "N", "H", "H", "H", "H", "H", "H", "H", "H", "H", "C", "C", "C", "O", "C", "C", "C", "O", "O", "O", "H", "H", "H", "H"], "coordinates": [[1.07572, -2.25969, -0.79339], [0.05981, -1.75543, -1.67878], [-1.11823, -2.69229, -1.97928], [-2.43717, -1.96351, -2.23175], [-3.00807, -1.34275, -1.02624], [0.78867, -3.18311, -0.47383], [0.49909, -1.45777, -2.65488], [-0.39496, -0.81765, -1.27438], [-0.88387, -3.33539, -2.83427], [-1.27484, -3.34030, -1.10639], [-3.17265, -2.68303, -2.60982], [-2.30390, -1.18938, -2.99241], [-2.71895, -1.87425, -0.21266], [-2.63403, -0.41114, -0.89979], [1.13503, 0.83327, 0.76867], [2.34634, 1.27652, 1.15525], [2.53073, 2.48328, 2.03791], [3.67675, 2.79484, 2.33885], [1.36149, 3.21429, 2.47861], [0.15516, 2.77725, 2.09413], [-0.02763, 1.55033, 1.22052], [-1.19250, 1.27134, 0.96463], [-0.99404, 3.35163, 2.42797], [3.49260, 0.70501, 0.80314], [1.02252, -0.06189, 0.14832], [1.50077, 4.08648, 3.10185], [-1.67464, 2.78843, 1.99456], [4.19078, 1.23488, 1.23346]], "forces_ev_per_a": [[0.04, 0.27, 0.00], [0.21, -0.13, 0.34], [-0.08, 0.21, -0.06], [-0.01, -0.26, 0.19], [-0.19, 0.14, -0.16], [-0.04, 0.04, 0.03], [-0.15, 0.11, -0.06], [0.00, 0.10, -0.17], [0.02, -0.09, 0.06], [0.07, -0.06, -0.03], [-0.02, 0.08, -0.14], [-0.05, 0.00, -0.02], [0.05, 0.05, 0.00], [0.14, -0.08, 0.10], [0.05, -0.32, -0.29], [-0.13, 0.08, 0.07], [-0.02, 0.03, 0.04], [0.01, -0.02, -0.04], [0.02, 0.06, 0.04], [0.01, 0.04, 0.02], [0.02, -0.10, -0.07], [-0.01, 0.07, 0.02], [-0.03, 0.02, 0.03], [0.06, 0.00, -0.02], [0.07, -0.17, 0.13], [-0.01, 0.00, 0.01], [0.03, -0.02, -0.01], [-0.04, 0.00, 0.00]], "total_energy_ha": -761.1704, "total_charge": -1, "homo_ha": -0.061}